# O5S

O5S in the gas phase (wB97M-V/def2-TZVPD, the Open Molecules 2025 dataset).

```
6
Properties=species:S:1:pos:R:3:lowdin_charge:R:1
O 0.09 1.18 0.50 -0.25
O 1.05 0.65 -0.34 -0.10
O 1.32 -0.58 0.12 -0.06
O -1.94 0.01 -0.72 -0.38
O 0.07 -1.19 0.17 -0.28
S -1.17 -0.09 0.51 1.08
```

Values from the calculation:
HOMO energy: -11.0 eV
Molar mass: 112.1 g mol⁻¹
Orbital gap: 0.386 Ha
ΔE to the lowest compared entry with this formula, charge and spin: 6.1 kcal per mole
Total energy: -774.08359 Eh